Entry 1:
Entry from OMol25: C19H30BrClN5O2P as an isolated structure in a non-equilibrium geometry (ωB97M-V/def2-TZVPD).

XYZ file:
```
59
Properties=species:S:1:pos:R:3:forces:R:3:lowdin_charge:R:1
Br -0.856 0.562 -3.776 -0.76 -0.16 0.68 0.3790
Cl 0.503 -4.617 -1.308 6.50 -3.05 4.16 0.1376
P -2.224 1.628 -2.325 -1.18 1.23 -0.11 0.5775
O -3.847 1.303 -2.837 1.62 -0.44 1.67 -0.3790
O 0.163 -2.066 -2.146 -0.64 0.53 1.47 -0.2539
N -1.873 1.231 1.960 -0.30 2.26 -3.20 -0.1512
N 0.589 3.114 -0.476 -0.60 0.19 0.60 -0.0060
N -1.690 2.138 3.028 0.75 -0.65 -0.21 0.0093
N -1.955 -0.055 2.320 -0.43 -2.63 -3.82 0.1478
N -2.155 -2.443 1.604 -0.65 3.49 -0.08 0.1135
C 0.541 1.506 4.246 0.25 -0.10 -0.72 -0.2157
C -0.225 2.423 3.156 1.73 0.47 1.32 -0.2044
C -1.940 1.852 0.673 -0.46 -3.01 -2.34 -0.0799
C -1.430 -4.030 -2.364 -2.14 1.16 -2.53 -0.2987
C -1.873 3.414 0.369 -0.75 0.33 1.95 -0.1495
C -2.168 -0.658 -0.266 0.16 3.14 0.73 -0.0322
C -2.093 -1.000 1.287 0.00 0.37 -0.80 -0.1666
C 2.465 -1.080 -1.623 2.60 -0.14 -0.29 -0.1144
C 0.937 -1.275 -1.221 0.17 0.99 0.40 -0.2324
C -0.390 4.015 0.199 0.48 0.39 -0.67 -0.2571
C -2.107 0.900 -0.579 0.09 -3.37 4.14 -0.2542
C 1.035 0.092 3.620 0.66 0.16 0.47 -0.1316
C 5.465 -0.727 -2.146 -2.90 -0.73 0.98 -0.0905
C 5.051 -1.458 -0.837 -3.59 1.47 -2.67 -0.0689
C -0.952 -2.712 -1.499 -1.15 -1.03 -0.35 -0.5064
C -2.283 -1.749 -1.403 -0.59 0.86 0.79 -0.1267
C 3.522 -1.623 -0.593 1.09 1.74 -2.83 -0.0197
C 2.901 -0.367 -2.941 3.14 -1.45 2.89 -0.0153
C 4.427 -0.209 -3.172 -1.00 -1.32 2.81 -0.0800
H -4.393 1.078 -2.046 0.51 0.02 -0.85 0.0550
H -2.208 -2.593 2.621 -0.04 0.09 -0.67 0.0977
H -2.332 3.941 1.293 0.70 -0.87 -1.41 0.1212
H 0.843 -1.696 -0.148 0.43 0.36 -1.67 0.1208
H 0.340 -0.781 3.867 0.89 1.33 -0.53 0.0630
H -2.273 -4.560 -1.805 1.16 0.69 -0.61 0.0737
H 4.811 0.335 -4.103 -0.67 -0.97 1.56 0.0853
H 1.224 0.161 2.481 -0.50 -0.10 1.81 0.0745
H -0.519 -4.765 -2.580 -3.31 1.56 -0.70 -0.1032
H -2.998 -2.793 1.124 0.75 -0.20 0.34 0.0985
H -2.577 3.696 -0.502 1.43 -0.89 1.23 0.1011
H 2.061 -0.149 4.090 -1.62 0.24 -0.72 0.0779
H -0.727 -3.100 -0.450 -0.38 1.19 -1.52 0.0382
H -0.122 1.349 5.180 1.10 0.29 -1.46 0.1124
H 3.136 -2.126 0.369 0.66 0.79 -1.84 0.0970
H 1.490 2.084 4.555 -1.59 -0.82 -0.36 0.1104
H 5.777 -1.871 -0.060 -1.02 0.77 -1.44 0.0848
H 1.312 2.756 0.157 -0.63 -0.03 -0.56 0.0660
H 0.460 -0.219 -1.177 0.73 -1.35 -0.07 0.0807
H -0.454 4.968 -0.454 -0.26 -1.43 1.22 0.1227
H 6.580 -0.594 -2.330 -1.75 -0.11 0.09 0.0779
H -1.833 -3.677 -3.386 -0.09 0.08 1.28 0.0705
H -2.064 1.643 3.860 0.50 0.45 -0.63 0.1326
H -3.152 -2.462 -1.143 1.35 0.91 -0.22 0.1207
H -0.101 3.524 3.460 -0.36 -1.59 -0.38 0.1200
H 2.174 0.037 -3.722 1.05 -0.76 1.42 0.0632
H 0.347 2.306 2.160 -1.36 0.06 1.43 0.1048
H 0.143 2.375 -1.031 0.56 0.41 0.43 0.0178
H 0.068 4.323 1.201 -0.93 -0.41 -1.37 0.1007
H -2.555 -1.299 -2.431 0.58 -0.44 1.79 0.0841
```
Forces are in eV/Å.

## Properties
Total charge: 0
DFT total energy: -123574.77727 eV
Molecular weight: 506.81 u
Orbital gap: 3.14 eV
Maximum force: 8.3 eV/A

=====

Entry 2:
Entry from OMol25: C19H30N2 as an isolated structure in a non-equilibrium geometry (ωB97M-V/def2-TZVPD).

XYZ file:
```
51
Properties=species:S:1:pos:R:3:forces:R:3:lowdin_charge:R:1
N 0.359 0.806 3.333 -5.99 3.28 -1.44 0.0804
N -1.087 -0.723 -0.223 5.01 -14.11 -7.35 0.0618
C 1.403 2.481 -0.656 -5.57 -1.31 -6.79 -0.0986
C -3.161 2.088 0.726 -1.11 1.64 -1.07 -0.1663
C 0.360 -0.765 1.716 -3.91 -0.02 0.54 -0.1372
C -2.008 2.259 1.764 -1.65 -6.27 -6.27 -0.0516
C 1.181 -1.619 2.554 6.99 2.92 2.49 -0.1723
C 1.493 -3.032 2.318 -1.88 -1.99 -2.53 -0.2696
C 1.638 0.408 -3.525 -0.20 -1.75 -2.71 -0.2587
C 2.308 2.186 -1.735 -0.75 5.56 -3.97 -0.2409
C -1.463 0.298 0.137 -8.97 13.18 2.49 -0.4718
C -1.402 -1.167 -1.717 5.21 1.62 1.96 0.0190
C -0.179 -1.261 0.621 3.68 -6.57 -2.73 -0.1368
C -1.247 0.881 1.255 0.30 6.40 8.53 -0.1224
C 1.616 -3.382 0.861 -0.43 10.46 -0.58 -0.1666
C -0.593 -0.173 -2.671 -8.48 0.02 -0.76 -0.2124
C 1.685 1.763 -3.106 -2.12 5.98 0.11 -0.2810
C 0.697 -0.461 -2.599 14.62 -0.49 1.27 -0.3184
C -0.415 0.447 2.258 8.89 -3.93 1.31 -0.2604
C 0.423 -2.630 0.053 -1.42 -4.01 0.34 -0.0881
C -2.554 1.053 -0.429 -5.41 4.84 -3.02 -0.0720
H 1.798 -4.325 0.619 0.88 -3.82 -1.36 0.0554
H 0.849 1.603 -0.661 -1.68 -1.85 1.13 0.0385
H -0.244 1.692 3.545 1.89 -0.95 0.81 0.0446
H -2.346 2.140 2.693 -0.86 0.07 3.83 0.0624
H -2.381 -0.992 -1.813 -3.68 -0.12 -0.44 0.0488
H 1.850 2.569 0.148 3.84 1.52 7.98 0.0101
H 2.414 -1.037 2.462 -3.25 -1.20 0.37 0.2054
H 2.362 -2.511 0.593 0.31 -2.58 -0.15 0.1391
H -3.645 0.462 -0.852 3.78 1.57 0.70 0.1952
H -4.095 1.727 1.182 0.51 -0.57 -0.07 0.0805
H -1.522 3.055 1.444 2.73 3.80 -0.40 0.0541
H 0.660 3.205 -0.972 0.23 0.74 0.48 0.1062
H -1.029 -0.624 -3.727 0.96 1.87 1.98 0.1948
H -0.977 -2.170 -1.873 -0.88 0.44 0.13 0.1137
H 0.639 2.245 -3.347 1.13 -0.69 1.53 0.1399
H 1.535 -0.192 -1.651 -3.50 -0.59 -1.03 0.1986
H -2.099 1.914 -1.169 -1.44 -2.51 0.87 0.1507
H 0.736 -2.562 -1.032 -0.40 0.02 1.37 0.0739
H 2.987 1.518 -1.487 3.50 -3.30 1.33 0.0566
H 2.122 -3.766 2.743 2.03 0.81 1.81 0.1120
H -0.748 0.987 -2.482 -0.38 -2.61 -0.65 0.1420
H 2.120 2.411 -3.864 1.00 -0.36 -0.27 0.1033
H 2.734 0.185 -3.677 -1.16 -1.24 0.56 0.1402
H -3.596 3.185 0.334 1.52 -2.83 0.34 0.1463
H 1.217 -1.421 -2.736 -1.73 -0.61 -0.29 0.1161
H 1.203 0.440 -4.573 0.47 -0.36 0.84 0.1306
H 2.838 3.233 -1.816 -0.16 -2.06 -0.77 0.1492
H -0.346 -3.606 0.126 0.83 2.95 -0.61 0.1585
H 1.035 -1.474 3.640 -0.39 0.38 -0.68 0.1116
H 0.623 -3.509 2.586 -2.90 -1.38 0.87 0.0854
```
Forces are in eV/Å.

## Properties
Total charge: 0
DFT total energy: -23155.08841 eV
Molecular weight: 286.46 u
Orbital gap: 7.89 eV
Relative energy (zero: lowest compared OMol25 entry of this formula, charge and spin): 364.4 kcal per mole
Maximum force: 16.7 eV/A

=====

Entry 3:
Entry from OMol25: C19H30N8OPSeSnTe4 as an isolated structure (ωB97M-V/def2-TZVPD).

XYZ file:
```
65
Properties=species:S:1:pos:R:3:forces:R:3:lowdin_charge:R:1
Te 0.452 5.970 -2.913 0.03 -0.14 -0.08 -0.0133
Te -2.630 5.557 -0.314 0.03 -0.02 0.04 0.1642
Te -0.880 7.454 -1.113 -0.05 -0.02 0.13 0.0029
Te 2.109 4.529 -1.325 -0.03 0.11 0.05 0.2113
Sn 0.360 3.014 0.125 0.27 0.26 0.21 0.3201
Se -1.282 4.409 1.490 -0.15 0.15 -0.19 -0.0418
P 0.361 -0.253 0.315 0.16 -0.28 0.11 0.5508
O -1.237 2.565 -1.289 -0.09 0.16 -0.10 -0.4118
N 2.008 3.371 2.001 -0.13 -0.01 -0.30 -0.1680
N -1.008 2.750 -2.548 0.00 0.12 0.02 -0.0503
N 0.926 1.159 0.108 -0.15 -0.13 -0.11 -0.3023
N -0.777 -0.437 1.516 -0.11 0.02 0.03 -0.1823
N -4.308 1.716 -2.407 0.01 -0.04 -0.03 0.1632
N -1.709 2.802 -5.869 -0.04 0.00 -0.01 0.1437
N -0.210 -0.929 -1.093 -0.02 0.00 -0.02 -0.1955
N 1.544 -1.331 0.832 0.09 -0.10 0.09 -0.1939
C 3.420 -1.675 2.397 -0.01 0.00 0.01 -0.1864
C -1.372 -1.505 3.649 0.01 -0.02 0.00 -0.1732
C -1.850 2.684 -4.734 0.09 0.00 0.02 -0.1898
C 2.082 -0.989 2.172 0.01 -0.01 -0.05 -0.2048
C -2.027 2.516 -3.324 -0.05 0.02 -0.03 -0.3383
C -3.295 2.073 -2.819 -0.02 0.05 0.06 -0.1898
C 4.481 -1.153 1.418 0.02 0.00 0.00 -0.1960
C 0.251 -1.246 -3.477 0.01 0.01 -0.01 -0.1776
C -0.099 -0.246 -2.386 -0.01 -0.03 0.01 -0.2106
C -0.609 -2.332 -1.145 -0.02 0.00 -0.02 -0.2090
C -1.127 -1.701 2.150 0.04 -0.02 0.03 -0.2394
C 3.830 -0.742 0.091 -0.01 0.01 0.01 -0.1807
C -2.855 0.266 2.656 -0.05 -0.01 -0.03 -0.1838
C 1.113 2.995 2.659 0.09 -0.05 0.24 -0.3860
C -2.170 -0.217 3.927 0.00 0.00 0.00 -0.1854
C -1.804 0.618 1.613 0.13 0.03 -0.01 -0.2215
C 2.597 -1.599 -0.165 -0.02 0.01 0.01 -0.2122
C -1.571 -2.555 -2.305 0.02 0.00 0.00 -0.1751
C -0.892 -2.255 -3.653 -0.02 0.01 0.00 -0.1925
H 2.864 -2.662 -0.139 -0.01 0.00 0.00 0.1147
H -2.431 -1.897 -2.161 0.00 0.00 0.00 0.1137
H 5.003 -0.298 1.853 -0.01 0.00 0.00 0.1061
H -1.049 0.235 -2.640 0.05 -0.07 0.01 0.0932
H 0.648 0.543 -2.300 -0.02 -0.01 -0.01 0.1000
H 4.537 -0.835 -0.737 -0.01 -0.01 0.00 0.1077
H -2.270 0.813 0.640 -0.01 0.00 0.00 0.1133
H 2.197 0.098 2.272 0.00 0.01 0.00 0.1063
H -1.944 -3.581 -2.277 -0.01 0.00 -0.01 0.1055
H 2.192 -1.397 -1.157 0.00 0.00 -0.01 0.0916
H 3.733 -1.511 3.429 0.00 -0.01 0.00 0.1078
H 0.266 -2.991 -1.254 0.00 0.00 0.00 0.1154
H 3.504 0.300 0.128 0.01 0.00 0.00 0.1006
H -1.495 0.571 4.269 0.01 0.00 -0.01 0.1139
H -3.453 1.160 2.845 0.01 -0.01 0.00 0.1148
H -1.312 1.534 1.947 -0.01 0.02 -0.03 0.0276
H 0.448 -0.717 -4.411 -0.01 0.00 0.00 0.1126
H 1.364 -1.305 2.928 0.02 0.00 0.00 0.0873
H -1.904 -2.383 4.027 0.00 0.01 -0.01 0.1050
H 1.177 -1.762 -3.206 0.00 -0.01 0.00 0.1010
H -2.024 -2.137 1.687 0.00 0.01 0.01 0.1074
H -1.631 -1.847 -4.346 0.00 -0.02 -0.01 0.1051
H -0.414 -1.465 4.171 -0.01 -0.01 0.01 0.0933
H 3.288 -2.754 2.275 -0.01 0.00 0.00 0.1075
H -3.539 -0.498 2.275 -0.02 0.01 0.01 0.1109
H 5.232 -1.929 1.245 0.01 0.01 0.01 0.0998
H -0.313 -2.406 1.987 -0.03 -0.01 -0.02 0.1014
H -0.512 -3.175 -4.104 0.01 0.00 0.01 0.1011
H -2.898 -0.383 4.723 0.00 0.01 0.01 0.1015
H -1.086 -2.604 -0.205 0.00 0.00 -0.01 0.0890
```
Forces are in eV/Å.

## Properties
Total charge: -1
DFT total energy: -143800.89596 eV
Molecular weight: 1125.55 u
Orbital gap: 7.12 eV
Relative energy (zero: lowest compared OMol25 entry of this formula, charge and spin): 0.0 kcal per mole
Maximum force: 0.4 eV/A

=====

Entry 4:
Entry from OMol25: a 2-piece molecular cluster, C19H31Br2ClNO7PS overall in a non-equilibrium geometry (ωB97M-V/def2-TZVPD).

XYZ file:
```
63
Properties=species:S:1:pos:R:3:forces:R:3:lowdin_charge:R:1
Br -6.755 1.308 -2.163 0.70 -0.29 0.01 0.6373
Br -4.710 2.971 -0.183 0.42 -0.91 0.07 0.7008
Cl 5.218 1.368 -1.326 -0.91 -0.07 0.27 0.5710
S -1.471 2.721 2.009 0.26 0.18 0.28 0.8316
P -1.952 -2.393 -1.220 -2.24 -1.39 0.57 0.9455
O -2.589 -1.487 -2.518 2.94 -0.60 1.02 -0.2780
O -3.319 0.475 0.192 0.66 0.30 -1.48 -0.0460
O -2.184 1.473 -1.562 -0.68 -0.28 0.46 0.1218
O -1.336 -3.775 -1.949 -0.26 1.88 -0.28 -0.2883
O 2.722 -3.351 3.056 -0.51 1.09 0.46 -0.0698
O 6.354 -1.922 -2.823 -0.33 -0.38 0.10 -0.6416
O 1.370 -3.014 -2.472 -0.27 -1.13 0.41 -0.0924
N 1.592 -1.088 0.782 -1.56 1.55 -0.78 0.0343
C 0.653 -1.896 0.142 -1.09 -0.71 -0.68 -0.0917
C -0.205 2.421 0.685 -0.07 0.66 -0.60 -0.4079
C -1.936 5.297 0.793 -0.48 0.42 0.27 -0.1730
C -5.433 -1.164 -1.545 0.63 1.19 -0.10 -0.1431
C 1.813 -3.742 -1.300 0.54 0.45 -0.05 -0.1967
C -0.892 0.051 -0.166 0.80 -0.61 1.39 0.0040
C 3.539 1.707 0.800 0.13 0.28 -0.21 -0.2416
C -5.044 0.383 -1.668 -0.61 -0.22 0.07 -0.6722
C 1.339 0.276 0.969 -1.87 1.75 -0.20 -0.0800
C 2.875 -1.591 1.314 1.06 -1.62 1.28 -0.0800
C -1.449 4.570 2.116 0.88 0.69 -1.11 -0.5029
C -0.621 -1.389 -0.364 2.54 2.59 -0.03 -0.1698
C 3.535 1.108 -0.649 0.85 0.43 -0.21 -0.5501
C -4.572 0.979 -0.279 -1.76 -0.22 -0.09 -0.6652
C 0.096 0.912 0.503 0.19 -2.27 -0.35 -0.1009
C 2.713 -1.926 2.873 0.78 0.71 -1.12 -0.2017
C -2.240 0.749 -0.609 1.38 -0.48 0.22 -0.4858
C 2.341 1.211 1.718 0.77 -1.08 0.37 -0.1113
C 0.957 -3.428 -0.009 0.66 0.30 0.59 -0.0983
H -0.647 2.852 -0.259 0.61 -0.69 0.80 0.0924
H 3.203 -2.561 0.850 -0.59 1.15 0.10 0.1351
H -1.117 5.865 0.275 -0.68 -0.57 0.62 0.0774
H -1.796 -1.203 -3.029 -0.82 0.26 -0.15 0.0857
H -6.541 -1.269 -1.472 1.03 0.00 0.12 0.0531
H 2.853 1.628 -1.365 0.40 -0.49 0.80 0.0838
H -2.406 4.619 0.040 0.44 0.38 0.75 0.0064
H 2.499 -3.472 3.997 0.19 -0.29 -0.56 0.1037
H -5.068 -1.645 -2.485 -0.34 0.09 1.07 0.0740
H 1.590 -3.750 0.870 -0.74 0.32 -0.86 0.1076
H -1.252 -3.607 -2.910 0.23 -0.27 0.45 0.0646
H 3.516 2.834 0.753 -0.04 -1.18 -0.16 0.1177
H 0.020 -4.043 0.077 0.79 0.91 -0.39 0.1143
H 1.841 2.089 2.198 0.10 -1.07 -0.61 0.1118
H 3.735 -0.889 1.137 -1.27 -0.48 0.07 0.1349
H -2.728 6.035 1.103 0.78 -0.61 -0.53 0.0763
H 1.806 -4.840 -1.516 0.01 0.90 0.45 0.1366
H 3.617 -1.472 3.371 -1.06 -0.35 -0.15 0.1316
H -4.351 0.592 -2.514 -0.51 -0.12 0.93 0.0828
H -4.920 -1.541 -0.622 -0.46 -0.15 -0.99 0.0663
H 6.299 -1.070 -2.392 0.03 0.35 0.13 -0.2851
H -2.043 4.943 2.994 0.56 -0.91 -0.78 0.0813
H 4.533 1.468 1.276 -1.10 0.05 -0.46 0.1042
H -5.341 0.631 0.467 1.04 0.42 -0.60 0.1194
H 0.691 3.046 0.919 -0.59 -0.78 -0.24 0.0801
H 3.380 0.005 -0.702 0.09 0.96 0.02 0.0610
H -0.375 4.873 2.269 -1.04 -0.35 0.18 0.0693
H 1.752 -1.446 3.191 0.84 -0.45 0.16 0.1300
H 1.156 -3.715 -3.112 0.22 0.72 0.15 0.0888
H 2.806 0.638 2.572 -0.65 0.54 -0.84 0.1088
H 2.880 -3.411 -1.131 -1.02 -0.48 -0.09 0.1282
```
Forces are in eV/Å.

## Properties
Total charge: 0
DFT total energy: -208753.06390 eV
Molecular weight: 643.76 u
Orbital gap: 2.20 eV
Maximum force: 3.6 eV/A